Entry 1:
50
Properties=species:S:1:pos:R:3:forces:R:3:lowdin_charge:R:1 method="wB97M-V/def2-TZVPD" total_charge=+2 e_lumo_ev="-8.3148 / -8.3172" molar_mass_g_mol=518.32 orbital_gap_ev="5.851 / 5.848" de_lowest_kcal_mol=6.15 max_force_ev_per_a=2.42 multiplicity=1
Rh -0.2299 -0.0608 0.0932 1.93 -0.40 -0.66 0.54
C -0.0695 -2.9812 4.6414 0.00 0.08 -0.16 -0.03
C -0.0959 -3.1523 3.2602 0.05 -0.21 0.24 -0.06
C -0.1367 -2.0499 2.4384 -0.01 0.95 -0.16 -0.05
C -0.1555 -0.7484 2.9821 0.13 -1.36 1.31 -0.25
C -0.1409 -0.5882 4.3763 -0.01 0.31 -0.54 0.01
C -0.1018 -1.7026 5.1862 0.01 -0.16 0.19 -0.04
N -0.1706 0.3243 2.1096 -1.76 0.77 -1.47 -0.08
N -0.1153 1.5186 2.4817 0.55 -1.12 1.10 0.14
C -0.0897 2.4037 1.4511 -0.20 0.80 -1.68 -0.27
C -0.0232 3.7887 1.6516 0.02 -0.48 0.34 0.02
C -0.0246 4.6400 0.5658 0.03 0.20 -0.29 -0.05
C -0.0861 4.1434 -0.7344 0.03 -0.04 0.31 -0.04
C -0.1330 2.7659 -0.9591 0.00 0.02 -0.23 -0.12
C -0.1324 1.9116 0.1171 -0.51 -0.47 0.32 -0.21
H -0.0117 -3.8456 5.2881 -0.05 0.00 0.02 0.12
H -0.0657 -4.1492 2.8419 0.00 0.03 -0.04 0.12
H -0.1215 -2.1809 1.3549 -0.01 -0.09 0.03 0.08
H -0.1654 0.4114 4.7880 0.02 -0.03 0.06 0.12
H -0.0911 -1.5809 6.2609 0.00 0.03 -0.01 0.12
H 0.0315 4.1670 2.6644 -0.03 0.01 0.00 0.13
H 0.0216 5.7085 0.7250 -0.02 -0.01 0.02 0.12
H -0.1049 4.8286 -1.5713 0.01 -0.01 -0.02 0.12
H -0.1921 2.3758 -1.9696 -0.01 0.03 0.00 0.11
C 3.6200 -2.0138 -3.3058 -0.03 -0.36 0.01 0.00
N 3.5251 -0.5794 -3.0717 -0.06 0.29 0.15 -0.10
C 4.3163 0.3725 -3.6715 0.07 0.10 -0.07 0.00
C 3.9747 1.5755 -3.1538 0.03 -0.01 -0.02 -0.01
N 2.9755 1.3354 -2.2431 0.01 -0.04 -0.01 0.11
C 2.7043 0.0217 -2.1933 0.01 0.16 -0.38 -0.68
S 1.5573 -0.8017 -1.2209 -0.44 -0.03 0.48 0.70
H 4.1262 -2.1807 -4.2515 0.01 0.05 0.00 0.11
H 2.6272 -2.4532 -3.3467 -0.02 0.07 -0.04 0.08
H 4.1793 -2.4913 -2.5029 0.03 0.07 -0.01 0.11
H 5.0475 0.1247 -4.4211 0.00 -0.05 0.04 0.15
H 4.3557 2.5603 -3.3571 -0.01 0.00 0.02 0.14
H 2.5131 2.0301 -1.6756 -0.07 -0.03 0.04 0.15
C -3.7529 0.6286 -1.0749 0.20 0.09 -0.04 -0.26
As -2.4800 -0.7912 -0.7189 -0.75 0.74 1.20 1.08
C -3.4077 -1.7614 0.6880 0.08 -0.02 -0.07 -0.26
C -2.6388 -1.9437 -2.2767 0.53 0.13 -0.01 -0.25
H -4.7111 0.1875 -1.3467 0.04 -0.09 0.00 0.05
H -3.4106 1.2697 -1.8848 0.04 -0.03 0.00 0.04
H -3.8774 1.2295 -0.1760 0.05 -0.03 0.02 0.04
H -4.3865 -2.0624 0.3148 0.01 0.02 -0.05 0.05
H -3.5400 -1.0951 1.5389 0.05 0.02 -0.01 0.04
H -2.8623 -2.6469 1.0083 0.06 0.03 -0.05 0.03
H -3.6706 -2.2898 -2.3130 -0.04 0.07 0.11 0.05
H -1.9684 -2.7976 -2.2118 0.00 0.01 0.05 0.04
H -2.4115 -1.3748 -3.1759 0.01 0.01 0.01 0.04


Entry 2:
60
Properties=species:S:1:pos:R:3:forces:R:3:lowdin_charge:R:1 method="wB97M-V/def2-TZVPD" total_charge=+2 e_lumo_ev="-6.2495 / -9.9077" molar_mass_g_mol=723.61 orbital_gap_ev="5.704 / 5.171" de_lowest_kcal_mol=59.82 s_squared=6.04 max_force_ev_per_a=4.81 multiplicity=5
Ir 11.9968 8.8093 10.3950 -0.89 -0.39 0.28 1.24
N 13.3576 10.2205 13.8342 -0.52 1.25 1.56 0.20
C 12.0211 10.5996 14.1514 2.41 0.50 1.94 -0.10
C 11.5143 11.3281 15.2427 -0.12 0.29 0.32 0.04
C 10.1086 11.3104 15.3880 1.75 -0.15 -0.38 0.03
C 9.2939 10.4833 14.5519 1.34 0.08 -0.42 0.01
C 9.8101 9.7512 13.5133 0.72 0.84 0.30 0.03
C 11.1930 9.9075 13.2504 -0.17 -2.53 -1.01 -0.13
N 12.0084 9.1450 12.4020 -1.81 1.14 -0.15 -0.05
C 13.3119 9.4137 12.7615 2.61 -1.48 -3.15 -0.29
C 14.3734 9.0819 11.8676 -1.47 2.13 2.45 -0.30
C 15.7052 9.5923 11.9821 -0.32 -0.74 -0.89 -0.28
S 16.5488 9.2192 10.4935 -1.30 -0.09 0.53 1.10
C 15.0662 8.6131 9.8152 0.37 0.14 0.76 -0.39
N 14.0115 8.6109 10.5962 1.47 0.63 0.45 -0.20
H 14.2680 10.3188 14.2922 -1.07 0.55 0.43 0.19
H 12.1773 11.8479 16.0009 -0.92 -0.71 -1.20 0.15
H 9.6828 11.8673 16.2024 -0.26 0.05 0.15 0.13
H 8.2811 10.3555 14.7770 -1.39 -0.05 0.45 0.12
H 9.2135 8.9923 13.0608 -0.26 -0.30 -0.55 0.09
H 16.0187 10.3169 12.7224 0.34 -0.29 -0.17 0.08
H 15.0933 8.2362 8.8158 -0.28 -0.07 -0.51 0.08
C 6.9238 8.3087 9.0930 -0.63 0.52 0.39 0.02
C 8.2212 7.9910 8.4555 -0.07 -0.76 -1.72 -0.27
N 8.3509 7.5030 7.2125 0.86 0.09 1.79 0.18
N 9.7045 7.2283 7.0648 0.27 0.98 1.42 0.09
C 10.4161 7.5995 8.1463 -2.74 0.64 0.58 -0.59
S 12.0847 7.7039 8.5206 0.38 -0.76 -1.29 0.76
N 9.4574 8.0661 9.0685 1.79 0.38 -1.83 -0.04
N 9.8805 8.8234 10.2497 -0.29 -2.95 -0.31 0.02
H 6.0447 8.0837 8.4081 1.31 0.14 0.98 0.13
H 6.8863 9.3830 9.3914 -0.02 -0.55 -0.42 0.10
H 6.8963 7.7727 10.0674 -0.30 -0.03 -0.70 0.10
H 10.0765 6.9075 6.1610 -0.36 0.07 0.65 0.20
H 9.5805 9.7644 10.1512 -0.86 0.99 -0.12 0.11
H 9.3740 8.2756 11.0461 0.15 0.89 -0.43 0.10
O 12.8604 11.4785 9.8310 0.57 -2.21 1.20 -0.01
C 12.2648 12.4447 9.3816 -0.99 1.36 -0.56 -0.49
C 11.1435 12.2591 8.3633 0.77 0.90 0.36 -0.11
C 11.6375 12.5255 6.9410 -2.21 3.37 -0.74 -0.14
C 12.0446 14.0818 6.6087 -0.41 -0.72 0.73 -0.15
C 12.9804 14.7939 7.6143 -0.08 -0.19 0.62 -0.17
C 12.3034 14.8786 9.0413 1.15 1.50 -0.69 -0.17
N 12.5833 13.6944 9.7840 0.83 -1.93 1.61 0.05
H 10.3204 12.9334 8.6356 0.05 -0.17 -0.23 0.13
H 10.8207 11.2261 8.4463 -0.11 -0.20 0.06 0.08
H 10.7531 12.3385 6.2784 0.84 0.02 0.35 0.12
H 12.3933 11.8841 6.6501 1.70 -1.39 -0.40 0.08
H 11.1107 14.6552 6.6240 -0.01 -0.15 -0.16 0.11
H 12.4379 14.1634 5.5889 -0.05 -0.31 0.24 0.11
H 13.2895 15.8268 7.3154 -0.56 -0.89 -0.14 0.12
H 13.9284 14.2155 7.7283 -0.55 0.44 0.02 0.12
H 11.2054 15.0255 9.0062 0.63 0.31 -0.16 0.13
H 12.8198 15.7151 9.6020 -1.02 -0.79 -0.58 0.14
H 13.2940 13.7024 10.5524 -0.84 0.13 -1.26 0.18
F 10.4258 6.6789 12.6848 0.88 0.58 0.06 0.18
B 9.3480 6.2325 12.0130 -3.57 -3.17 0.57 -1.13
F 9.6210 5.7556 10.7021 0.21 1.29 0.55 0.10
F 8.5656 5.2167 12.6841 1.60 1.51 -0.74 0.08
F 8.3361 7.3777 11.9530 1.40 0.25 -0.89 -0.03


Entry 3:
71
Properties=species:S:1:pos:R:3:forces:R:3:lowdin_charge:R:1 method="wB97M-V/def2-TZVPD" total_charge=+1 e_lumo_ev=-4.9111 molar_mass_g_mol=2232.10 orbital_gap_ev=6.744 max_force_ev_per_a=9.40 multiplicity=1
C 0.0928 0.1407 2.4343 -1.08 -1.11 0.36 -0.12
O 0.4284 0.8020 1.1648 1.58 0.30 1.79 -0.34
C 1.7764 1.3906 1.1742 1.06 1.16 -0.58 -0.28
C 1.9848 2.6385 2.2174 0.28 0.53 0.11 -0.16
C 1.3777 4.0867 1.6538 0.45 -0.62 1.10 -0.18
C 0.2360 4.5703 2.7300 -0.97 0.68 -0.47 -0.15
C -1.1627 3.6613 2.6621 -1.55 -1.03 -1.52 -0.04
C -1.7759 3.4042 1.1588 -2.69 -1.93 3.56 0.11
C -3.1784 2.5381 1.0615 2.03 1.06 2.75 0.01
C -3.8083 2.3160 -0.4488 -2.58 3.64 -3.23 -0.27
O -4.4576 3.3059 -1.0728 4.43 -6.95 4.52 0.05
O -3.6272 0.9888 -1.0826 0.87 3.52 1.72 -0.06
C -3.8983 1.9795 2.4251 3.84 2.49 0.69 -0.02
C -3.1496 2.3031 3.8656 0.41 0.86 -3.80 0.04
N -1.8470 3.1225 3.9180 -1.92 -0.87 -4.52 0.07
H 0.8349 0.3453 3.3159 -1.41 -0.09 -1.75 0.10
H 0.0633 -1.0439 2.2996 0.13 2.55 0.08 0.10
H -1.0219 0.4782 2.6969 2.47 -0.67 -0.33 0.09
H 2.6261 0.6053 1.3577 -1.75 1.24 -0.18 0.10
H 1.9465 1.8393 0.0811 -0.44 -1.18 2.44 0.06
H 3.1439 2.8239 2.4326 -2.51 -0.70 -0.62 0.13
H 1.4984 2.4271 3.2796 0.98 0.28 -2.26 0.10
H 2.2605 4.8837 1.6837 -2.13 -1.60 -0.10 0.13
H 0.9834 4.0072 0.5522 0.67 0.14 2.23 0.09
H -0.1018 5.6664 2.4014 0.54 -2.32 0.95 0.14
H 0.6785 4.6188 3.8262 -1.04 -0.23 -2.31 0.13
H -1.2660 3.8254 0.1652 -1.16 -1.00 2.67 0.13
H -2.6514 0.7537 -1.0544 -1.39 0.32 0.23 0.13
H -4.9133 1.3729 2.3512 2.57 1.63 0.48 0.04
H -3.6037 1.9298 4.8873 1.19 0.94 -2.34 0.12
H -1.4099 3.3273 4.8495 -0.60 -0.31 -1.34 0.16
C 2.3699 2.4752 -3.2157 0.28 0.07 -0.25 -1.57
Br 0.6462 2.3969 -2.3174 0.22 0.00 -0.18 0.57
Br 3.0173 4.3021 -3.3816 -0.25 -0.48 0.26 0.56
Br 3.6818 1.3165 -2.3670 -0.38 0.36 -0.16 0.56
H 2.2184 2.0962 -4.2318 0.02 0.11 0.45 -0.09
C 2.6699 -1.5415 -5.8407 -0.08 -0.19 -0.11 -1.54
Br 0.9462 -1.6198 -4.9424 0.65 -0.08 0.00 0.53
Br 3.3173 0.2854 -6.0066 -0.16 -0.50 -0.09 0.56
Br 3.9818 -2.7002 -4.9920 -0.30 0.32 -0.11 0.59
H 2.5184 -1.9205 -6.8568 0.07 0.18 0.45 -0.01
C 6.2844 2.9583 -6.2669 0.18 -0.23 0.12 -1.59
Br 4.4381 3.3988 -6.6926 0.46 0.03 -0.05 0.51
Br 7.3162 2.5440 -7.8632 -0.33 0.17 0.43 0.58
Br 7.1313 4.3447 -5.1971 -0.27 -0.33 -0.31 0.56
H 6.2636 2.0503 -5.6552 -0.02 0.39 -0.26 -0.03
C 2.1254 -3.1624 -1.2479 0.25 -0.01 -0.23 -1.57
Br 1.9022 -1.5274 -0.2178 -0.09 -0.56 -0.36 0.65
Br 3.4941 -4.3163 -0.4869 -0.46 0.37 -0.21 0.54
Br 0.4390 -4.1016 -1.4895 0.40 0.25 0.12 0.55
H 2.4728 -2.8679 -2.2437 -0.19 -0.09 0.38 -0.08
C -5.5336 -1.7308 2.5416 -0.25 -0.36 -0.16 -1.54
Br -5.1325 -3.6337 2.4953 -0.03 0.67 0.08 0.58
Br -5.1031 -0.9421 4.2671 -0.05 -0.19 -0.27 0.58
Br -4.6821 -0.7756 1.0764 -0.29 -0.72 0.11 0.70
H -6.6151 -1.6286 2.4043 0.48 0.00 0.08 -0.01
C 3.6826 -6.5771 2.9535 -0.03 -0.16 0.13 -1.59
Br 1.8363 -6.1365 2.5279 0.44 -0.08 0.10 0.53
Br 4.7144 -6.9913 1.3572 -0.19 0.05 0.44 0.54
Br 4.5295 -5.1907 4.0234 -0.22 -0.31 -0.33 0.55
H 3.6617 -7.4851 3.5653 0.02 0.42 -0.29 -0.02
C -4.7174 -6.2870 5.9289 -0.05 -0.17 0.13 -1.59
Br -6.5637 -5.8464 5.5033 0.49 -0.08 0.10 0.54
Br -3.6856 -6.7012 4.3326 -0.25 0.14 0.36 0.54
Br -3.8705 -4.9005 6.9988 -0.21 -0.30 -0.32 0.55
H -4.7383 -7.1949 6.5407 0.02 0.42 -0.29 -0.02
C -2.7215 -1.4611 -6.8434 -0.19 0.05 -0.17 -1.59
Br -1.6289 0.1192 -6.5385 -0.46 -0.24 -0.17 0.52
Br -1.9321 -2.6413 -8.1733 -0.15 0.31 0.41 0.56
Br -3.1157 -2.3995 -5.1857 0.18 0.22 -0.36 0.54
H -3.6775 -1.1153 -7.2502 0.44 -0.16 0.20 -0.02


Entry 4:
57
Properties=species:S:1:pos:R:3:forces:R:3:lowdin_charge:R:1 method="wB97M-V/def2-TZVPD" total_charge=+2 e_lumo_ev=-8.0988 molar_mass_g_mol=828.80 orbital_gap_ev=6.882 de_lowest_kcal_mol=56.52 max_force_ev_per_a=1.69 multiplicity=1
Ta -1.7750 -0.4839 1.8651 -0.04 0.96 0.76 0.89
C -2.4861 3.2396 -0.5399 0.08 -0.01 -0.02 0.00
C -1.0270 2.8938 -0.5189 0.04 0.31 -0.34 -0.26
N -0.1863 3.5761 -1.2954 0.15 -0.11 0.10 0.16
C 1.1270 3.3321 -1.2261 -0.20 0.11 -0.01 -0.05
C 1.7174 2.3948 -0.3867 0.15 0.03 -0.11 -0.12
C 3.2247 2.2374 -0.3583 -0.01 0.03 0.05 -0.18
O 3.7439 2.2224 0.9615 -0.09 0.00 -0.06 -0.04
C 0.8445 1.6209 0.3851 0.48 -0.49 0.34 -0.07
C 1.3266 0.6193 1.3656 -0.06 0.40 -0.32 0.01
N 0.5809 -0.1778 2.0404 -0.21 -0.53 0.11 -0.08
C 1.2230 -0.9113 3.0981 -0.05 -0.03 -0.10 -0.38
C 2.3070 -1.7446 2.8919 0.05 -0.08 -0.05 -0.02
C 2.8480 -2.4371 3.9686 -0.01 0.02 0.00 -0.03
C 2.3134 -2.2908 5.2398 -0.02 0.01 0.01 -0.03
C 1.2356 -1.4375 5.4588 0.12 -0.06 -0.06 -0.10
C 0.7060 -0.7637 4.3765 0.08 -0.04 0.16 -0.65
I -0.8543 0.5925 4.6384 -0.37 0.11 -0.04 1.14
C -0.5059 1.8933 0.2884 -0.66 -0.61 0.50 -0.24
O -1.3434 1.0827 1.0063 -0.09 1.41 -0.92 -0.38
H -2.7022 3.8329 -1.4254 0.02 -0.01 0.01 0.10
H -2.7405 3.8424 0.3347 0.01 -0.01 0.01 0.10
H -3.1187 2.3518 -0.5230 0.01 -0.01 0.02 0.06
H 1.7521 3.9356 -1.8756 -0.03 0.02 0.00 0.13
H 3.6748 3.0289 -0.9583 0.00 0.00 -0.02 0.13
H 3.5125 1.2917 -0.8220 0.00 -0.04 0.02 0.13
H 3.9461 3.1210 1.2438 0.03 -0.01 0.00 0.12
H 2.3925 0.6391 1.5790 0.03 0.05 0.01 0.14
H 2.7138 -1.8636 1.8947 -0.02 -0.03 0.02 0.12
H 3.6904 -3.0964 3.8093 -0.01 0.00 0.00 0.13
H 2.7334 -2.8381 6.0730 0.00 0.02 -0.02 0.13
H 0.8319 -1.3045 6.4531 -0.01 -0.01 -0.01 0.12
C -1.0314 -2.2436 -3.7235 -0.04 -0.05 0.04 -0.04
C -0.4153 -0.9902 -3.1317 0.03 0.02 0.04 -0.55
C -0.6496 0.2259 -4.0210 -0.06 0.05 0.02 -0.02
C 1.0791 -1.1564 -2.8848 0.01 0.08 0.07 -0.04
N -1.0821 -0.6742 -1.7514 -0.06 0.11 -0.41 -0.19
N -2.3900 -0.0512 -1.8052 0.14 0.00 0.04 0.06
H -0.6227 -2.3870 -4.7238 0.00 0.01 0.01 0.11
H -2.1153 -2.1678 -3.8284 0.02 0.01 -0.01 0.08
H -0.7939 -3.1339 -3.1395 0.00 0.02 0.01 0.08
H -0.0215 0.1278 -4.9051 -0.01 0.00 0.00 0.11
H -0.3640 1.1604 -3.5241 0.02 -0.02 -0.02 0.09
H -1.6795 0.3042 -4.3699 0.02 0.00 0.00 0.10
H 1.5764 -1.2449 -3.8500 0.00 0.02 0.01 0.11
H 1.3174 -2.0455 -2.3110 -0.02 -0.03 0.02 0.04
H 1.5000 -0.2785 -2.3800 -0.02 -0.02 -0.04 0.09
H -0.4755 0.0389 -1.3295 0.00 0.02 -0.05 0.10
H -3.0154 -0.6829 -2.2983 0.00 0.00 -0.02 0.08
H -2.3128 0.8118 -2.3348 -0.04 0.00 -0.01 0.09
S -4.0892 0.0820 1.6836 0.17 -0.41 -0.07 0.62
C -4.8336 -1.4354 1.9327 0.12 0.24 0.04 -0.77
N -5.3558 -2.4568 2.0271 0.02 0.05 0.00 0.14
Cl -1.8844 -2.4212 2.9645 0.14 -1.08 0.26 0.19
Si -1.4187 -1.8553 -0.3280 0.30 -0.42 0.08 -0.29
Cl -2.9511 -3.0129 -0.9663 0.17 -0.01 0.09 0.44
Cl 0.3228 -2.9124 -0.0439 -0.30 -0.01 -0.16 0.38